# 1
Molecular formula: C18H28BO15
Method: DFT, ωB97M-V/def2-TZVPD

```
62
Properties=species:S:1:pos:R:3:nbo_charge:R:1
O 0.66 -1.76 -5.87 -0.57
O 4.28 2.10 1.43 -0.50
O 2.30 -1.24 -4.40 -0.50
O -0.57 -4.06 3.39 -0.79
O -1.72 -5.27 4.92 -0.79
O -3.81 0.82 0.53 -0.49
O -0.74 0.20 -0.62 -0.48
O 2.70 -1.14 -6.59 -0.50
O -0.58 1.65 1.10 -0.62
O -4.63 0.61 2.58 -0.49
O 2.55 0.71 1.35 -0.49
O 0.77 1.82 -0.69 -0.51
O -3.66 -4.23 2.42 -0.91
O 3.84 0.94 -0.46 -0.61
O -4.34 -1.23 1.31 -0.57
C -0.22 1.25 0.03 0.99
C 3.81 -0.49 -5.95 0.06
C 3.72 -1.07 -4.56 -0.10
C 5.10 -0.75 -6.69 -0.63
C 1.36 1.14 3.43 -0.64
C 3.49 2.34 2.62 -0.09
C 1.07 0.93 -1.78 -0.10
C -0.16 -1.15 -2.59 -0.63
C -4.08 2.14 0.99 -0.09
C 1.77 -1.42 -5.64 0.97
C -4.95 2.92 3.28 -0.62
C 2.70 1.05 2.74 0.07
C -3.36 -2.35 4.16 -1.01
C -4.10 1.95 2.49 0.06
C -1.62 -4.44 3.98 0.47
C -0.25 0.23 -1.99 0.07
C 3.59 1.23 0.67 0.99
C -4.28 -0.05 1.45 0.98
B -2.92 -3.70 3.46 0.88
H 0.75 0.28 3.17 0.26
H 2.84 3.20 2.42 0.19
H 4.10 -0.42 -3.78 0.22
H 5.43 -1.78 -6.55 0.22
H -5.90 3.10 2.78 0.21
H 0.82 2.03 3.11 0.23
H 4.96 -0.60 -7.76 0.23
H 1.50 1.17 4.51 0.22
H 3.32 0.27 3.20 0.19
H 0.66 -1.71 -2.15 0.22
H 5.88 -0.08 -6.34 0.22
H 4.19 -2.05 -4.49 0.19
H -4.42 3.87 3.39 0.22
H -3.20 -2.47 5.24 0.23
H -5.05 2.46 0.60 0.17
H -0.01 -1.07 -3.66 0.23
H 1.41 1.50 -2.63 0.19
H 3.60 0.59 -5.94 0.18
H -0.94 0.85 -2.57 0.17
H 4.13 2.55 3.46 0.20
H -4.39 -2.05 3.98 0.20
H -2.70 -1.56 3.79 0.22
H 1.85 0.24 -1.47 0.21
H -3.92 -3.54 1.79 0.49
H -3.31 2.83 0.66 0.21
H -3.08 1.92 2.89 0.20
H -1.08 -1.71 -2.41 0.24
H -5.17 2.51 4.27 0.23
```

Results
Kohn-Sham gap, eV: 4.7745
Highest occupied orbital energy, eV: -2.91
LUMO, eV: 1.9
Total charge: -1
Spin multiplicity: 1
Molecular weight, g/mol: 495.22

# 2
Molecular formula: C18H28BeBrCaCl5N3NaO15PS
Method: DFT, ωB97M-V/def2-TZVPD

```
75
Properties=species:S:1:pos:R:3:lowdin_charge:R:1
Br -3.44 2.14 -5.24 0.24
Ca -2.49 -0.95 3.45 0.90
Cl 5.31 4.67 -5.26 0.58
Cl 4.59 2.23 -3.88 0.49
Cl 0.20 -1.24 -2.16 0.71
Cl -2.85 -1.49 -1.41 0.69
Cl 6.49 4.08 -2.69 0.58
S 3.36 5.08 2.08 0.24
P 1.15 -1.39 0.51 0.81
Na 3.42 -0.20 -2.08 0.62
O 1.71 -4.38 5.72 0.03
O -3.72 -6.01 2.91 0.04
O 0.65 4.10 0.14 0.15
O -3.59 -8.06 2.03 0.09
O 0.12 -2.90 5.09 -0.17
O -3.00 9.25 -1.65 0.08
O 4.43 5.80 2.76 -0.19
O 2.13 5.89 2.17 -0.19
O 2.04 -3.01 3.95 0.06
O 1.62 -2.80 0.06 -0.27
O -3.74 -7.80 4.27 0.18
O 1.30 2.19 -0.55 -0.07
O 3.18 3.77 2.73 -0.26
O -2.79 7.20 -1.03 0.04
O 3.66 4.87 0.66 -0.24
N 2.17 -0.17 0.02 -0.11
N -2.39 8.34 -1.13 -0.44
N 0.60 3.22 -0.67 -0.30
C 1.40 -3.43 4.88 -0.75
C -1.15 2.43 -3.85 -0.20
C -0.27 3.34 -1.81 -0.16
C 2.61 -3.49 0.94 -0.20
C -3.01 -7.59 -0.28 -0.02
C -3.37 -5.85 1.53 -0.12
C -3.69 -7.35 3.18 -0.55
C -1.57 -1.98 -0.26 -0.78
C -1.83 4.64 -3.06 -0.03
C 3.68 -2.59 1.52 -0.09
C -1.04 8.64 -0.58 0.05
C -0.37 -1.03 -0.47 -0.74
C -3.80 -7.16 0.93 -0.33
C -1.01 4.50 -1.96 0.01
C -2.18 -1.90 1.12 -0.30
C -0.34 2.31 -2.75 -0.03
C -1.91 3.61 -4.01 -0.28
C 5.90 3.41 -4.20 -1.53
Be 0.09 -3.95 6.16 0.69
H -1.97 -7.79 -0.01 0.09
H -1.20 1.63 -4.56 0.03
H -4.87 -7.16 0.70 0.16
H -3.04 -6.82 -1.06 0.09
H 4.50 -3.23 1.85 0.11
H -0.96 5.29 -1.23 0.11
H 3.10 -4.21 0.30 0.13
H -1.29 -2.98 -0.56 0.10
H -3.90 -4.99 1.10 0.13
H -0.82 9.68 -0.74 0.10
H -1.37 -2.09 1.88 -0.02
H 2.10 -4.02 1.74 0.11
H 2.79 0.05 0.80 0.10
H -3.41 -8.51 -0.70 0.09
H 0.94 -1.37 1.90 0.07
H -2.41 5.54 -3.18 0.11
H 0.25 1.42 -2.62 0.05
H -2.93 -2.69 1.23 0.06
H -1.06 8.40 0.48 0.10
H 3.36 -2.01 2.38 0.06
H 6.71 2.89 -4.69 0.02
H -0.63 0.01 -0.26 0.10
H -2.58 3.76 -4.89 -0.09
H 4.09 -1.93 0.74 0.07
H 1.58 0.69 -0.11 0.02
H -0.33 8.00 -1.10 0.10
H -2.62 -0.89 1.32 -0.04
H -2.29 -5.67 1.47 0.13
```

Results
Kohn-Sham gap, eV: 1.6217
Highest occupied orbital energy, eV: -8.26
LUMO, eV: -6.6
Total charge: +1
Spin multiplicity: 1
Molecular weight, g/mol: 918.72

# 3
Molecular formula: C18H28BiCl2N3OP2
Method: DFT, ωB97M-V/def2-TZVPD

```
55
Properties=species:S:1:pos:R:3:nbo_charge:R:1
Bi 0.99 -0.24 -1.45 1.33
Cl 3.24 -0.09 -0.34 -0.45
Cl 1.83 -0.39 -4.04 -0.60
P 0.70 2.45 -1.99 0.86
P 0.88 -3.06 -1.85 0.84
O -1.93 -0.91 -2.75 -0.27
N -2.38 3.07 8.67 -0.22
N -0.25 -0.42 0.75 -0.60
N -0.67 -0.06 2.90 -0.34
C -2.10 1.53 4.05 -0.26
C -1.23 -0.68 -3.67 0.96
C -1.07 0.59 4.08 0.21
C -0.38 0.27 5.26 -0.23
C 2.51 -3.68 -1.30 -0.94
C 0.19 3.01 -3.65 -0.94
C -2.11 2.53 7.67 0.24
C 2.29 3.27 -1.66 -0.94
C -1.07 -0.45 -5.05 -0.84
C -0.49 3.16 -0.81 -0.95
C -1.76 1.87 6.44 -0.15
C -0.96 0.32 1.62 0.22
C 0.46 -1.36 1.50 -0.09
C -0.33 -3.97 -0.82 -0.94
C 0.66 -3.77 -3.51 -0.94
C -0.72 0.94 6.44 -0.13
C 0.22 -1.14 2.82 -0.04
C -2.45 2.17 5.25 -0.12
H 2.50 3.27 -0.58 0.27
H -0.42 0.44 -5.17 0.36
H 0.57 -1.68 3.68 0.25
H -0.83 2.66 -3.87 0.23
H -0.19 2.94 0.22 0.26
H -3.25 2.91 5.28 0.25
H -1.66 1.11 1.40 0.22
H -0.52 -1.33 -5.47 0.36
H -0.16 0.71 7.34 0.25
H 2.66 -3.50 -0.23 0.25
H -1.34 -3.63 -1.10 0.24
H 1.33 -3.27 -4.22 0.27
H 2.26 4.30 -2.04 0.26
H -1.49 2.72 -0.99 0.24
H 3.30 -3.14 -1.85 0.27
H 0.88 2.61 -4.40 0.27
H 0.21 4.11 -3.68 0.27
H -2.04 -0.31 -5.56 0.35
H 3.09 2.72 -2.17 0.27
H 0.88 -4.84 -3.47 0.27
H -0.24 -5.05 -1.02 0.26
H 0.42 -0.46 5.27 0.23
H -0.17 -3.77 0.25 0.25
H -0.55 4.25 -0.96 0.27
H -2.63 1.74 3.12 0.22
H -0.38 -3.62 -3.85 0.22
H 1.11 -2.09 1.04 0.22
H 2.59 -4.76 -1.51 0.26
```

Results
Kohn-Sham gap, eV: 4.5647
Highest occupied orbital energy, eV: -13.78
LUMO, eV: -9.2
Total charge: +2
Spin multiplicity: 1
Molecular weight, g/mol: 644.28

# 4
Molecular formula: C18H28Br2N3O6Sr
Method: DFT, ωB97M-V/def2-TZVPD

```
58
Properties=species:S:1:pos:R:3:lowdin_charge:R:1
Sr -2.27 0.09 0.66 1.67
Br 4.36 1.58 -3.30 0.63
Br 7.51 -0.30 -2.66 0.63
O -0.89 -0.71 -1.21 -0.48
O -0.61 0.28 2.39 -0.17
O -3.58 3.83 -1.34 0.14
O -2.36 2.08 -1.06 -0.10
O -2.41 -2.40 1.23 -0.46
O 1.46 0.68 2.75 0.15
N -2.36 -2.85 -1.24 0.18
N 0.38 0.32 3.13 -0.30
N -2.86 2.96 -1.77 -0.32
C -1.61 -3.20 2.04 -0.41
C -0.61 -4.01 1.23 -0.08
C 1.26 0.21 -1.91 -0.11
C 0.21 -0.08 4.51 -0.15
C -2.55 2.93 -3.19 -0.16
C -1.13 -1.06 6.19 -0.04
C 1.10 -0.28 6.69 -0.04
C -0.98 -0.65 4.90 -0.01
C -1.24 2.06 -4.98 -0.04
C 5.21 1.01 -1.65 -0.71
C -1.87 2.95 -5.84 -0.04
C 6.70 1.19 -1.72 -0.71
C -2.88 3.79 -5.37 -0.05
C 0.48 -0.66 -0.95 -0.43
C -0.10 -0.83 7.10 -0.04
C 1.26 0.13 5.38 0.02
C -1.56 2.06 -3.63 0.02
C -3.26 3.74 -4.04 0.00
H -3.28 -2.60 -1.58 0.11
H 0.89 1.25 -1.91 0.07
H 0.69 -0.18 0.05 0.08
H -1.06 -2.57 2.76 0.08
H 2.33 0.27 -1.72 0.02
H -1.79 -0.79 4.19 0.12
H -1.18 -4.73 0.63 0.07
H 7.13 1.18 -0.72 0.06
H 2.21 0.47 5.00 0.13
H -1.99 -3.75 -1.53 0.11
H 1.10 -0.06 -2.96 0.08
H -1.70 -2.01 -1.37 0.04
H -1.11 1.37 -2.92 0.09
H -2.44 -2.86 -0.13 0.02
H -1.66 2.84 -6.89 0.12
H -2.02 -1.56 6.52 0.12
H 4.72 1.56 -0.85 0.06
H -0.54 1.30 -5.32 0.11
H 0.98 -1.63 -0.78 0.10
H -0.25 -1.15 8.12 0.12
H 6.98 2.09 -2.24 0.05
H -3.39 4.45 -6.05 0.12
H 0.01 -4.63 1.89 0.08
H -2.23 -3.88 2.65 0.11
H 1.94 -0.15 7.36 0.12
H -4.10 4.33 -3.69 0.13
H 4.97 -0.04 -1.52 0.04
H 0.03 -3.38 0.62 0.06
```

Results
Kohn-Sham gap, eV: 7.4080
Highest occupied orbital energy, eV: -11.42
LUMO, eV: -4.0
Total charge: +1
Spin multiplicity: 1
Molecular weight, g/mol: 629.87